Record 1
Entry from the OMol25 dataset: C9H16Br2O3 as an isolated structure in a non-equilibrium geometry (ωB97M-V/def2-TZVPD).

Each line ends with the Mulliken charge.
Element x y z (Å)
O -2.2932 -0.8776 1.5894  -0.57
Br 4.1566 -2.7976 -0.6749  -0.18
Br 3.0115 -1.2354 -3.2383  -0.09
O 1.9616 -1.5539 0.7236  -0.52
O -1.0903 -0.9677 -0.4255  -0.41
C -2.1085 -1.3027 0.4242  0.76
C -3.1392 -2.2531 -0.1102  -1.12
C -0.2762 2.7236 1.8682  -1.15
C 3.1691 -1.1894 -1.3025  -0.15
C -0.3477 2.6834 0.3417  -0.41
C -1.0730 1.4358 -0.1883  -0.81
C 1.0527 0.0803 -0.8107  -1.08
C 1.7952 -1.2313 -0.6591  -0.15
C -0.2565 0.1217 -0.0077  0.40
H 2.3813 -2.4751 0.7554  0.36
H -2.7167 -2.9314 -0.8334  0.33
H -3.5293 -2.8504 0.7204  0.33
H -3.9437 -1.6554 -0.5711  0.25
H -1.3031 2.8797 2.2783  0.28
H 0.3553 3.5173 2.1960  0.40
H 0.1486 1.8132 2.3072  0.29
H 3.7152 -0.2660 -1.0099  0.45
H -0.8863 3.5690 0.0182  0.39
H 0.6767 2.7722 -0.0892  0.26
H -1.2586 1.5986 -1.2604  0.26
H -2.0444 1.3734 0.3197  0.40
H 0.8890 0.2527 -1.8978  0.45
H 1.7074 0.8637 -0.4210  0.41
H 1.2245 -2.0603 -1.0819  0.31
H 0.0220 -0.0373 1.0397  0.32

HOMO-LUMO gap (eV): 10.6
HOMO (eV): -10.21
LUMO (eV): 0.36
Charge: 0

Record 2
Entry from the OMol25 dataset: one molecule with the formula C2H5N3O2 in a non-equilibrium geometry (ωB97M-V/def2-TZVPD).

Each line ends with the Mulliken charge.
Element x y z (Å)
O 0.9274 -2.9328 -0.3915  -0.30
N 0.7420 -2.0339 0.4364  0.01
C -0.1848 -0.9722 0.0341  -0.50
C 0.1575 0.4807 0.4549  -0.63
N 1.3837 0.8445 -0.1726  -0.03
N 2.4854 0.4872 0.4916  -0.02
O 3.5342 0.6046 -0.0996  -0.47
H -1.0781 -1.1523 0.4874  0.33
H -0.2623 -1.0535 -0.9821  0.52
H -0.5638 1.2496 0.2121  0.36
H 0.4572 0.5850 1.4017  0.44
H 1.1910 0.9042 -1.2559  0.29

HOMO-LUMO gap (alpha / beta) (eV): 9.0 / 9.0
HOMO (alpha / beta) (eV): -9.54 / -9.54
LUMO (alpha / beta) (eV): -0.57 / -0.57
SMILES string: O=NCCNN=O
Charge: 0
Energy relative to the best compared isomer or geometry (same formula, charge and spin) (kJ/mol): 706.86

Record 3
Entry from the OMol25 dataset: a 2-piece molecular cluster, C5H13N overall (ωB97M-V/def2-TZVPD).

Each line ends with the Mulliken charge.
Element x y z (Å)
C -0.4071 -3.2141 -0.0058  -0.83
C -1.4970 -2.6571 0.5025  0.14
N -2.2998 -1.7691 -0.2219  -0.54
H -0.1150 -2.9045 -0.9986  0.20
H 0.1623 -3.9666 0.5170  0.25
H -2.0005 -2.9190 1.4242  0.28
H -1.7755 -1.2796 -0.9353  0.24
H -2.8030 -1.1160 0.3577  0.24
C 1.1276 2.9083 -0.6741  -1.07
C 1.2369 1.3946 -0.4690  -0.15
C 0.5982 0.9555 0.8427  -1.06
H 1.9730 3.3786 -0.1509  0.27
H 1.1446 3.2010 -1.7161  0.32
H 0.2265 3.2853 -0.1854  0.30
H 0.8105 0.8777 -1.3268  0.26
H 2.3038 1.1689 -0.4759  0.24
H -0.3586 1.4646 0.9179  0.32
H 1.1702 1.3197 1.6886  0.34
H 0.5029 -0.1284 0.9093  0.24

HOMO-LUMO gap (eV): 9.5
HOMO (eV): -8.43
LUMO (eV): 1.05
SMILES string: C=CN.CCC
Charge: 0
Energy relative to the best compared isomer or geometry (same formula, charge and spin) (kJ/mol): 102.62

Record 4
Entry from the OMol25 dataset: C26H48CdCl3N6O3Si as an isolated structure in a non-equilibrium geometry (ωB97M-V/def2-TZVPD).

Each line ends with the Mulliken charge.
Element x y z (Å)
C -1.9767 -2.5080 -4.9704  -1.41
C -1.2099 -3.1371 -3.8284  1.38
H -2.4281 -3.2796 -5.6128  0.34
H -1.3025 -1.8984 -5.5983  0.18
H -2.7050 -1.7922 -4.5431  0.25
C -0.7988 -4.4679 -3.8714  -0.58
C -0.6257 -5.2288 -5.1295  -1.71
H -0.6492 -5.0230 -2.9442  0.34
H -0.0834 -4.6733 -5.9119  0.31
H -1.5679 -5.6039 -5.5670  0.34
H 0.0042 -6.1028 -4.9305  0.39
Cd 0.4462 1.4205 0.4639  1.53
Cl -2.0895 1.6459 0.9840  -0.65
Cl 2.4404 2.7629 0.1671  -0.72
H 1.0709 6.6116 3.3551  0.33
H -1.5143 7.2864 3.0718  0.31
C 0.9917 6.3116 2.3075  -0.98
C -1.3822 6.9063 2.0449  -0.85
N -0.3502 5.8689 2.0130  0.16
H 1.7131 5.5262 2.0809  0.25
C -0.6032 4.5538 1.8767  0.17
O 0.2556 3.6547 1.8657  -0.38
H -2.3310 6.4974 1.6624  0.27
H -1.6727 4.3017 1.7520  0.28
H 1.2062 7.2113 1.7313  0.33
H -1.0451 7.7588 1.4339  0.28
H 2.4866 -0.8153 -3.5819  0.18
H 2.2797 -3.6760 -3.2258  0.33
C 3.2822 -0.9236 -2.8278  -0.87
C 3.2002 -3.3962 -2.6957  -1.11
N 3.0287 -2.1154 -2.0279  0.49
H 3.3147 -0.0313 -2.1956  0.24
C 2.9251 -2.0531 -0.6743  -0.04
O 2.8028 -1.0102 -0.0285  -0.61
H 3.4172 -4.1586 -1.9384  0.33
H 2.9773 -3.0563 -0.1940  0.37
H 4.2359 -1.0548 -3.3648  0.35
H 4.0176 -3.3295 -3.4240  0.33
O -0.3415 -2.0053 -3.2300  -0.28
C -1.3777 -2.4633 -2.4364  -1.27
C 0.1409 -3.7040 -0.7705  0.98
C -1.0959 -3.1988 -1.1967  0.52
H 1.0376 -3.6557 -1.4015  0.45
C 0.1957 -4.4011 0.4402  -0.78
H -2.2365 -1.7924 -2.3544  0.40
C -2.2393 -3.4121 -0.4105  -1.12
H 1.1349 -4.8291 0.7925  0.30
C -0.9578 -4.6262 1.2119  -0.43
C -2.1842 -4.1033 0.7841  -0.69
H -3.1950 -3.1117 -0.8362  0.44
H -0.8875 -5.1715 2.1569  0.38
H -3.0937 -4.2958 1.3504  0.36
Si -0.3130 1.9149 -3.2484  0.59
Cl 0.2060 0.2073 -1.6032  -0.73
C 1.2525 2.9320 -3.5029  -0.92
C -1.4280 3.0861 -2.2868  -0.90
C -1.2045 1.5230 -4.8484  -0.97
H 1.8899 2.9486 -2.6031  0.20
H 0.9306 3.9733 -3.6971  0.33
H 1.8688 2.6357 -4.3662  0.33
H -0.5778 1.0301 -5.6109  0.31
H -1.5428 2.4946 -5.2710  0.35
H -2.0996 0.8973 -4.6838  0.26
H -2.2255 2.5497 -1.7551  0.26
H -1.8903 3.8351 -2.9591  0.39
H -0.8432 3.6434 -1.5448  0.14
C 0.3838 0.8378 3.2497  -0.86
N 0.4610 -0.2015 2.1809  0.91
C -0.7816 -1.0448 2.2196  0.07
N -0.9656 -1.6390 3.5492  0.17
C -1.0284 -0.5684 4.5761  -0.67
N 0.2165 0.2414 4.5843  0.08
C 1.3606 -0.6316 4.8320  -0.57
N 1.4437 -1.7217 3.8092  0.13
C 1.5813 -1.1215 2.4773  -0.81
C 0.1822 -2.4794 3.8790  -0.61
H -0.4702 1.4930 3.0198  0.32
H 1.3245 1.4109 3.2288  0.32
H -0.6841 -1.8524 1.4655  -0.79
H -1.6316 -0.3839 1.9749  0.34
H -1.1079 -1.0550 5.5556  0.36
H -1.8952 0.0849 4.3824  0.33
H 2.2929 -0.0468 4.7957  0.34
H 1.2298 -1.1029 5.8169  0.36
H 1.5646 -1.9439 1.7493  -0.17
H 2.5288 -0.5706 2.4142  0.28
H 0.0513 -2.8282 4.9136  0.42
H 0.2274 -3.3339 3.1930  0.03

HOMO-LUMO gap (eV): 4.0
HOMO (eV): -1.72
LUMO (eV): 2.26
Charge: -1
Energy relative to the best compared isomer or geometry (same formula, charge and spin) (kJ/mol): 314.16

Record 5
Entry from the OMol25 dataset: a 2-piece molecular cluster, CH4BF overall in a non-equilibrium geometry (ωB97M-V/def2-TZVPD).

Each line ends with the Mulliken charge.
Element x y z (Å)
B 0.3435 -0.9532 0.2531  -0.06
C -0.9373 -0.4762 0.0682  -0.51
H 1.3967 -1.1948 0.4207  0.01
H -1.6081 -0.0593 0.7441  0.32
H -1.2000 -0.6403 -1.0023  0.25
F 1.3001 2.0129 -0.2551  -0.42
H 0.7052 1.3110 -0.2288  0.40

HOMO-LUMO gap (eV): 9.8
HOMO (eV): -9.76
LUMO (eV): 0.07
SMILES string: B=C.F
Charge: 0
Energy relative to the best compared isomer or geometry (same formula, charge and spin) (kJ/mol): 79.72

Record 6
Entry from the OMol25 dataset: a 2-piece molecular cluster, C2H9NOS2 overall in a non-equilibrium geometry (ωB97M-V/def2-TZVPD).

Each line ends with the Mulliken charge.
Element x y z (Å)
C 2.4792 -0.4659 0.9780  -0.70
S 0.9555 -0.4807 1.9601  0.20
S 0.6913 1.2678 2.9489  0.02
H 3.0324 -1.3209 1.3816  0.34
H 2.9602 0.3835 1.4083  0.31
H 2.5154 -0.5103 -0.1000  0.35
H 0.3573 1.9986 1.9890  0.24
N -2.2415 -0.8630 -1.6426  -0.34
C -1.8387 0.3910 -1.1389  -0.20
O -0.4268 0.5799 -1.3745  -0.44
H -1.8420 -1.0004 -2.5518  0.25
H -2.4344 -1.6288 -1.0700  0.21
H -2.1574 1.2641 -1.8519  0.25
H -2.2156 0.3134 -0.1261  0.32
H 0.1651 0.0718 -0.8102  0.20

HOMO-LUMO gap (alpha / beta) (eV): 9.4 / 3.2
HOMO (alpha / beta) (eV): -13.82 / -12.30
LUMO (alpha / beta) (eV): -4.42 / -9.10
Charge: +1
2S+1: 2
Energy relative to the best compared isomer or geometry (same formula, charge and spin) (kJ/mol): 188.63